No. 1
An isolated ion of composition C6H8N5 and charge +1 at a distorted geometry. Source: the OMol25 dataset; level of theory: the ωB97M-V functional and the def2-TZVPD basis.

Calculated values
ΔE to the lowest compared entry with this formula, charge and spin in kJ/mol: 0.0
Maximum force in eV/A: 4.3
Energy in eV: -13795.4036
Charge: +1
LUMO level in eV: -4.2189
HOMO level in eV: -12.25
SMILES: Nc1n[nH]c2c(=[NH2+])cc[nH]c12

Last column: Löwdin charge in e.
Cartesian coordinates (Å):
N (3.138, 0.588, 0.035)  0.15
C (1.971, -0.118, 0.008)  -0.31
N (1.930, -1.460, -0.036)  0.13
N (0.635, -1.828, -0.013)  0.04
C (-0.202, -0.738, 0.127)  -0.10
C (-1.609, -0.548, -0.011)  -0.16
N (-2.302, -1.724, 0.049)  0.19
C (-2.027, 0.818, 0.040)  0.04
C (-1.123, 1.801, 0.038)  -0.06
N (0.181, 1.620, -0.046)  0.16
C (0.673, 0.375, 0.108)  -0.10
H (3.187, 1.547, 0.382)  0.11
H (3.997, 0.422, -0.419)  0.09
H (0.559, -2.759, 0.409)  0.18
H (-3.204, -1.577, -0.336)  0.11
H (-1.876, -2.577, -0.234)  0.11
H (-3.038, 0.930, 0.088)  0.10
H (-1.565, 2.757, 0.042)  0.14
H (0.674, 2.471, -0.230)  0.18


No. 2
C6H8NO as an isolated structure at a distorted geometry. Source: the OMol25 dataset; level of theory: the ωB97M-V functional and the def2-TZVPD basis.

Calculated values
ΔE to the lowest compared entry with this formula, charge and spin in kJ/mol: 239.5
Maximum force in eV/A: 3.1
Energy in eV: -9877.8977
Charge: +1
LUMO level (spin up / spin down) in eV: -5.6844 / -5.1204
HOMO level (spin up / spin down) in eV: -12.70 / -12.82

Last column: Löwdin charge in e.
Cartesian coordinates (Å):
C (-0.258, -0.004, -0.358)  -0.29
C (-0.397, 0.852, 0.700)  -0.16
C (0.072, 0.922, -1.402)  0.00
C (-0.421, 2.018, -0.315)  0.01
C (-0.210, -1.774, 1.134)  -0.07
C (0.221, -0.734, 2.147)  0.03
N (-0.064, -1.271, -0.244)  0.15
O (0.057, 0.530, 1.900)  0.18
H (1.187, 0.863, -1.611)  0.18
H (-0.492, 0.904, -2.262)  0.10
H (-1.437, 2.424, -0.357)  0.13
H (0.442, 2.622, -0.035)  0.12
H (0.477, -2.682, 1.369)  0.17
H (-1.273, -2.034, 1.414)  0.16
H (0.585, -1.203, 3.051)  0.16
H (-0.041, -1.874, -0.995)  0.15


No. 3
One molecule with the formula C6H8NO3P at a distorted geometry. Source: the OMol25 dataset; level of theory: the ωB97M-V functional and the def2-TZVPD basis.

Calculated values
ΔE to the lowest compared entry with this formula, charge and spin in kJ/mol: 603.8
Maximum force in eV/A: 6.6
Energy in eV: -23267.0185
LUMO level (spin up / spin down) in eV: -0.5136 / -0.5106
HOMO level (spin up / spin down) in eV: -7.99 / -8.00
SMILES: C=P(=C=O)OC(=C=N)OCC

Last column: Löwdin charge in e.
Cartesian coordinates (Å):
C (-3.247, 0.632, -1.650)  -0.28
P (-2.043, -0.153, -0.777)  0.83
C (-2.344, -0.237, 1.035)  -0.22
O (-2.828, -1.105, 1.604)  0.09
O (-0.809, 0.969, -0.840)  -0.26
C (0.268, 0.793, 0.025)  -0.38
C (0.995, 1.822, 0.405)  -0.08
N (1.766, 2.717, 0.649)  0.17
O (0.267, -0.443, 0.696)  -0.15
C (1.060, -1.544, 0.197)  -0.20
C (2.604, -1.217, 0.191)  -0.03
H (-4.199, 0.129, -1.619)  -0.02
H (-3.065, 1.774, -1.808)  0.05
H (1.518, 3.487, 1.254)  0.08
H (0.707, -2.295, 0.818)  0.09
H (0.843, -1.807, -0.901)  0.13
H (2.815, -1.316, 1.266)  0.09
H (2.996, -1.949, -0.547)  0.10
H (2.696, -0.257, 0.001)  0.00


No. 4
C6H8NaO5Rb as an isolated structure at a distorted geometry. Source: the OMol25 dataset; level of theory: the ωB97M-V functional and the def2-TZVPD basis.

Calculated values
Maximum force in eV/A: 1.9
Energy in eV: -21658.3876
LUMO level in eV: -1.2898
HOMO level in eV: -6.14

Last column: Löwdin charge in e.
Cartesian coordinates (Å):
Rb (2.745, -4.332, -1.859)  0.91
O (1.845, -1.941, 0.466)  -0.16
O (2.118, 0.318, -0.055)  -0.03
C (2.349, 0.653, -1.413)  -0.18
C (1.120, 0.099, -2.115)  -0.19
O (0.845, -1.061, -1.348)  -0.10
C (1.273, -0.852, 0.038)  -0.67
H (2.448, 1.742, -1.506)  0.12
H (3.269, 0.169, -1.780)  0.11
H (1.300, -0.191, -3.156)  0.11
H (0.269, 0.795, -2.060)  0.12
Na (-1.792, -1.143, 2.891)  0.66
O (0.226, -0.376, 2.157)  -0.02
C (-3.269, 0.632, 1.837)  -0.21
C (-2.230, 1.161, 1.002)  -0.14
O (-0.984, -0.011, 0.321)  -0.04
C (0.086, -0.372, 0.927)  -0.50
H (-3.345, 1.137, 2.812)  0.01
H (-4.201, 0.363, 1.322)  0.01
H (-1.528, 1.808, 1.544)  0.10
H (-2.544, 1.402, -0.023)  0.09


No. 5
One molecule with the formula C6H8O2 at a distorted geometry. Source: the OMol25 dataset; level of theory: the ωB97M-V functional and the def2-TZVPD basis.

Calculated values
ΔE to the lowest compared entry with this formula, charge and spin in kJ/mol: 456.4
Maximum force in eV/A: 6.2
Energy in eV: -10441.9964
LUMO level in eV: 0.9860
HOMO level in eV: -9.66
SMILES: C1C[C@H]2O[C@@H]1[C@@H]1O[C@@H]12

Last column: Löwdin charge in e.
Cartesian coordinates (Å):
C (1.266, 0.672, -0.262)  -0.07
C (1.142, -0.921, -0.063)  -0.09
C (-0.263, -1.065, 0.547)  -0.26
O (-0.352, 0.092, 1.421)  -0.14
C (-0.030, 1.216, 0.502)  -0.17
C (-1.214, 0.838, -0.356)  -0.11
O (-2.317, -0.007, 0.209)  0.06
C (-1.364, -0.655, -0.388)  -0.34
H (2.032, 1.039, 0.288)  0.07
H (1.072, 0.941, -1.238)  0.08
H (1.360, -1.490, -1.142)  0.16
H (2.113, -1.089, 0.473)  0.11
H (-0.617, -1.804, 1.450)  0.21
H (0.047, 2.091, 1.098)  0.14
H (-1.279, 1.527, -1.220)  0.15
H (-1.595, -1.385, -1.319)  0.20


No. 6
One molecule with the formula C6H8O2 at a distorted geometry. Source: the OMol25 dataset; level of theory: the ωB97M-V functional and the def2-TZVPD basis.

Calculated values
ΔE to the lowest compared entry with this formula, charge and spin in kJ/mol: 915.9
Maximum force in eV/A: 5.4
Energy in eV: -10437.2339
LUMO level in eV: 0.9473
HOMO level in eV: -8.80
SMILES: C1[C@@H]2O[C@@H]3C[C@H]3O[C@@H]12

Last column: Löwdin charge in e.
Cartesian coordinates (Å):
C (-2.368, 0.148, 0.224)  0.00
C (-0.968, 0.724, -0.020)  -0.27
O (0.237, 1.470, -0.463)  -0.06
C (1.180, 0.525, 0.360)  -0.27
C (2.356, -0.141, 0.011)  -0.02
C (0.938, -0.805, -0.255)  -0.19
O (-0.228, -1.450, 0.232)  -0.03
C (-1.214, -0.671, -0.321)  -0.35
H (-2.823, 0.590, 1.173)  0.13
H (-3.147, -0.055, -0.716)  0.15
H (-0.756, 0.790, 1.135)  0.16
H (1.320, 0.750, 1.471)  0.18
H (3.090, -0.464, 0.810)  0.13
H (2.904, 0.200, -0.920)  0.14
H (0.801, -0.649, -1.264)  0.11
H (-1.322, -0.964, -1.459)  0.20


No. 7
One molecule with the formula C6H8O2 at a distorted geometry. Source: the OMol25 dataset; level of theory: the ωB97M-V functional and the def2-TZVPD basis.

Calculated values
ΔE to the lowest compared entry with this formula, charge and spin in kJ/mol: 473.1
Maximum force in eV/A: 5.7
Energy in eV: -10441.8227
LUMO level in eV: 0.7611
HOMO level in eV: -8.49
SMILES: O[C@]12C=CO[C@H]1CC2

Last column: Löwdin charge in e.
Cartesian coordinates (Å):
O (0.001, 2.123, -0.756)  -0.02
C (-0.195, 0.945, -0.090)  -0.51
C (0.828, 0.639, 0.946)  -0.01
C (1.869, -0.047, 0.287)  -0.15
O (1.489, -0.812, -0.711)  -0.03
C (0.100, -0.410, -0.942)  -0.19
C (-0.942, -1.262, -0.034)  -0.09
C (-1.521, 0.163, 0.281)  -0.09
H (1.140, 2.015, -0.928)  0.24
H (0.712, 0.881, 2.030)  0.13
H (2.752, -0.287, 0.817)  0.11
H (-0.258, -0.541, -1.992)  0.16
H (-0.323, -1.958, 0.585)  0.11
H (-1.461, -2.220, -0.604)  0.14
H (-2.345, 0.574, -0.222)  0.09
H (-1.846, 0.199, 1.333)  0.11


What molar mass values result from the calculations? In sequence: 150.17, 110.14, 173.11, 268.58, 112.13, 112.13, 112.13 g mol⁻¹.